{"formula": "C5H14N2OPS2", "method": "ωB97M-V with the def2-TZVPD basis set", "total_charge": 1, "e_above_lowest_kcal_mol": 84.34, "e_lumo_ev": [-6.46, -6.30], "total_energy_ha": -1521.03727, "homo_lumo_gap_ev": [6.2, 6.3], "multiplicity": 1, "symbols": ["C", "C", "C", "C", "C", "N", "N", "O", "P", "S", "S", "H", "H", "H", "H", "H", "H", "H", "H", "H", "H", "H", "H", "H", "H"], "xyz": [[-0.45302, -0.05319, 0.39034], [1.86976, 1.47276, 1.78657], [0.97381, -0.63938, -2.26033], [1.99787, 0.07714, 0.99399], [1.09794, -1.35989, -0.92810], [0.80860, -0.34816, 0.16926], [-1.52082, -0.71670, -0.14071], [-3.08581, 0.69338, 1.33625], [-3.07918, 0.17719, -0.20061], [-0.69171, 2.87651, -1.18719], [-4.32350, -1.59122, -0.15820], [-0.59550, 0.87112, 1.07755], [2.90051, 1.56836, 2.24787], [1.77154, 2.24570, 1.01511], [1.08186, 1.39672, 2.49444], [0.91879, 0.52344, -2.21158], [1.99818, -0.77318, -2.84558], [0.15618, -1.06324, -2.88464], [2.91713, 0.11857, 0.35590], [2.10322, -0.68225, 1.66719], [0.48656, -2.33417, -0.81665], [2.22167, -1.70130, -0.58201], [-1.39507, -1.44825, -0.87092], [-2.75417, 1.57184, 1.39365], [-5.40482, -0.88182, 0.15837]], "nbo_charge": [0.3839, -0.6232, -0.6854, -0.1962, -0.2488, -0.3439, -0.8843, -0.9749, 1.1624, -0.0003, -0.2830, 0.2355, 0.2543, 0.2244, 0.2153, 0.2529, 0.2566, 0.2354, 0.2272, 0.2079, 0.2293, 0.2401, 0.4379, 0.5032, 0.1739]}